{
  "formula": "C6H13N2O2",
  "method": "the ωB97M-V functional and the def2-TZVPD basis",
  "energy_ha": -496.06368,
  "smiles": "C[N+](=C=O)CCNCCO",
  "e_homo_ev": -12.76,
  "spin_multiplicity": 1,
  "charge": 1,
  "symbols": ["C", "C", "C", "C", "C", "C", "N", "N", "O", "O", "H", "H", "H", "H", "H", "H", "H", "H", "H", "H", "H", "H", "H"],
  "positions_angstrom": [[2.77914, -0.59279, 0.06524], [-0.13228, 0.25563, -0.95154], [1.34155, 0.71311, -1.13064], [1.97460, 1.34999, 1.19711], [-1.24740, -1.21142, 0.57681], [-2.67868, -0.86908, 0.23063], [-0.26849, -1.10253, -0.50000], [2.01076, 0.40395, 0.16596], [3.55596, -1.42935, -0.11430], [-2.84398, 0.44321, 0.65334], [-0.58291, 1.06625, -0.30147], [-0.46390, 0.43443, -2.03736], [1.75071, 0.20623, -2.02325], [1.31772, 1.72452, -1.31790], [2.88128, 2.11115, 1.27188], [1.96127, 0.81115, 2.16658], [0.97877, 1.97078, 1.09213], [-0.85910, -0.60839, 1.37991], [-1.27466, -2.26454, 0.92183], [-3.43270, -1.54986, 0.68430], [-2.71939, -0.83106, -0.93617], [-3.61881, 0.81682, 0.11666], [-0.42945, -1.84822, -1.20974]],
  "forces_ev_per_angstrom": [[1.8, -1.2, -0.1], [0.3, 1.6, -2.4], [-1.8, -3.0, -0.2], [-0.4, 3.5, 3.3], [0.1, -2.3, 0.2], [0.4, 0.1, -2.1], [-0.1, -0.5, -0.1], [1.5, -1.1, -2.8], [-1.9, 1.5, 0.6], [-2.4, 2.2, -0.9], [-0.1, -1.5, -0.6], [-0.4, -0.2, 1.5], [0.5, 0.0, 0.9], [0.5, 2.4, -0.1], [-1.8, -1.7, -0.7], [-0.2, 0.5, -0.5], [2.1, -1.3, 0.3], [-0.3, 0.3, 0.6], [0.5, 0.5, -0.1], [0.5, 0.3, -0.5], [-0.3, -0.8, 1.8], [1.6, -0.5, 1.5], [0.2, 1.4, 0.5]],
  "lowdin_charge": [-0.071, -0.216, -0.078, -0.012, -0.221, -0.278, -0.064, -0.086, 0.347, -0.100, 0.131, 0.153, 0.153, 0.108, 0.158, 0.118, 0.151, 0.112, 0.129, 0.129, 0.149, 0.141, 0.148]
}